[1]
17
Properties=species:S:1:pos:R:3 method="wB97M-V/def2-TZVPD" e_above_lowest_kcal_mol=66.3 smiles="CN1CC(=S)[C@@H]1CO" total_energy_ha=-724.0141 total_charge=0 homo_energy_ev=-8.66
S -3.1503 -0.2415 -0.1039
O -0.0102 1.6477 -0.9341
N 0.4616 -1.0298 0.4010
C -0.2879 1.4818 0.5301
C -1.5600 -0.5624 0.0761
C -0.4669 0.0260 0.9059
C -0.5125 -1.4618 -0.5989
C 1.7794 -0.7556 -0.1485
H 1.7847 -0.0626 -0.9630
H 2.2483 -1.7515 -0.3610
H 0.5661 2.0479 1.0788
H 2.3830 -0.3637 0.6751
H -0.7760 -2.5286 -0.6063
H -0.3335 -1.0494 -1.5823
H -0.2117 2.6217 -1.1517
H -1.2539 1.9684 0.7844
H -0.6601 0.0134 1.9982



[2]
17
Properties=species:S:1:pos:R:3 method="wB97M-V/def2-TZVPD" e_above_lowest_kcal_mol=40.6 smiles="CO/C=C(/C)NC=S" total_energy_ha=-724.0550 total_charge=0 homo_energy_ev=-8.12
S -0.5574 1.9406 -0.5677
O -1.2056 -1.0375 0.6304
N 1.1717 0.4176 0.8065
C 1.0572 -0.7757 0.0485
C -0.1142 -1.4110 -0.0638
C 0.5346 1.5796 0.5943
C 2.3096 -1.2573 -0.6238
C -2.4238 -1.1948 -0.0695
H -2.4900 -0.5093 -0.9110
H 2.1112 -2.1827 -1.1761
H -0.2276 -2.2648 -0.7135
H 2.6988 -0.5114 -1.3212
H 1.8648 0.4511 1.5831
H -2.5370 -2.2557 -0.4170
H 3.1580 -1.4589 0.0950
H -3.2453 -0.9419 0.6257
H 0.8493 2.3569 1.3149



[3]
17
Properties=species:S:1:pos:R:3 method="wB97M-V/def2-TZVPD" e_above_lowest_kcal_mol=106.6 smiles=O[C@]12CNC[C@]1(S)C2 total_energy_ha=-723.9500 total_charge=0 homo_energy_ev=-8.19
S -0.6610 -2.2490 0.2411
O 0.2962 1.5715 -1.1990
N 0.3778 0.5563 1.3965
C 1.2562 -0.1911 0.4970
C -0.9883 0.8002 0.6767
C 0.2886 -0.8187 -0.4871
C -0.5529 0.4707 -0.7506
C -0.2988 -0.5311 -1.8572
H 0.3266 0.2493 2.3801
H 0.4280 2.2198 -0.3748
H -1.3990 1.7748 0.7206
H -1.0929 -1.2520 -2.0989
H 1.9757 0.4763 -0.0238
H 1.9414 -0.9404 1.0385
H -1.7968 0.0723 0.9829
H 0.3214 -0.1404 -2.6997
H -0.4221 -2.0686 1.5577



[4]
17
Properties=species:S:1:pos:R:3 method="wB97M-V/def2-TZVPD" e_above_lowest_kcal_mol=29.8 smiles="O=C(CS)NC1CC1" total_energy_ha=-724.0723 total_charge=0 homo_energy_ev=-9.15
S 0.9644 -1.7455 1.3614
O 0.8738 -1.1677 -1.7923
N -0.0654 0.7987 -1.0992
C 0.1596 -0.5682 -1.0100
C -1.0769 1.5507 -0.4749
C -0.6930 2.8476 0.1172
C -0.8737 1.6445 1.0128
C -0.3535 -1.3380 0.2084
H 1.6997 -2.3559 0.3950
H -0.8458 -2.2211 -0.2292
H -1.1364 -0.7443 0.6892
H 0.3315 3.1838 -0.0757
H 0.0642 1.2555 1.3959
H -2.0899 1.3778 -0.8794
H 0.3203 1.2105 -1.9340
H -1.4614 3.5942 0.1484
H -1.8206 1.5583 1.6190



[5]
16
Properties=species:S:1:pos:R:3 method="wB97M-V/def2-TZVPD" e_above_lowest_kcal_mol=68.6 total_energy_ha=-648.7438 total_charge=0 homo_energy_ev="-7.97 / -7.98"
S 1.8358 2.7340 1.5380
N 1.4956 2.3225 0.0103
C -0.9683 -1.7278 0.8373
C -0.3731 -1.2411 -1.5032
C -0.4874 -0.8370 -0.2812
C 0.4689 1.6051 -0.4784
C -0.0182 0.4329 0.3338
H -0.0680 -0.7080 -2.3341
H -0.5627 -2.2914 -1.5710
H 0.3734 1.5325 -1.5108
H -0.8159 -1.0962 1.7937
H -0.8413 0.7302 0.9564
H -0.6199 -2.8433 0.9653
H 1.8414 2.9829 -0.6415
H -2.0078 -1.7902 0.8861
H 0.7473 0.1949 0.9994



[6]
16
Properties=species:S:1:pos:R:3 method="wB97M-V/def2-TZVPD" e_above_lowest_kcal_mol=35.8 total_energy_ha=-648.7961 total_charge=0 homo_energy_ev=-8.56
S -2.2463 -0.0264 -0.8143
N 0.7650 -1.0867 1.1814
C -0.0456 -0.4271 0.1645
C 0.9782 1.8900 -0.3961
C 0.8457 0.5681 -0.6387
C -1.3036 0.2252 0.7525
C -0.8034 -1.2551 -0.8588
H 1.4575 0.2125 -1.4815
H -0.3637 -1.4289 -1.8638
H 1.3356 -0.4278 1.7062
H 0.5663 2.3716 0.4473
H -1.7203 -0.4489 1.5214
H 1.4158 -1.6132 0.6429
H -1.2919 1.1854 1.1880
H 1.5925 2.4579 -1.1176
H -1.1818 -2.1966 -0.4333



[7]
16
Properties=species:S:1:pos:R:3 method="wB97M-V/def2-TZVPD" e_above_lowest_kcal_mol=73.1 smiles="C=C1SCC[C@H]1N" total_energy_ha=-648.7367 total_charge=0 homo_energy_ev=-7.94
S -0.2889 -1.4542 -0.2791
N 0.5895 1.5011 -1.0160
C -0.8764 0.0438 0.2478
C -2.2710 0.4431 0.2901
C 1.3511 -0.8712 -0.0174
C 0.1926 1.1526 0.3158
C 1.3122 0.3144 0.8719
H 0.8204 2.4985 -0.5371
H -2.8522 -0.4451 0.0775
H 2.2595 0.8535 0.5311
H 1.0811 0.2717 2.0606
H -2.5742 1.5035 0.4286
H -0.2023 1.9556 0.9597
H 1.8219 -0.4596 -1.0391
H -0.3199 1.5886 -1.5991
H 2.2098 -1.5036 0.4448



[8]
16
Properties=species:S:1:pos:R:3 method="wB97M-V/def2-TZVPD" e_above_lowest_kcal_mol=46.3 total_energy_ha=-2652.0009 total_charge=0 homo_energy_ev=-8.77
Se 1.7236 2.2064 -0.8373
N 1.3994 -0.2715 0.6807
C -0.9841 -0.9397 0.9987
C -0.5488 0.0513 -1.1831
C 1.2660 0.2148 -0.6213
C -1.3924 0.2780 0.1392
C 0.4735 -0.7514 1.3921
H -1.6355 -0.8350 1.8546
H -1.0127 1.2328 0.4148
H 3.2188 1.9648 -0.5432
H 0.7850 -1.0890 2.3153
H -0.6547 -0.8801 -1.7565
H -1.1215 -1.7915 0.4430
H -0.8740 0.8340 -1.9015
H 1.8054 -0.4191 -1.4150
H -2.4479 0.1950 0.0195